{
  "formula": "C3H5NOS",
  "method": "the ωB97M-V functional and the def2-TZVPD basis",
  "e_homo_ev": -9.242,
  "max_force_ev_per_a": 5.8,
  "smiles": "CC1=NOCS1",
  "e_lumo_ha": 0.023,
  "e_above_lowest_ev": 4.391,
  "orbital_gap_ev": 9.86,
  "species": ["C", "C", "C", "H", "H", "H", "H", "H", "N", "O", "S"],
  "xyz": [[1.746440, 0.144505, -0.078664], [0.333882, 0.119891, -0.221727], [-1.829752, -0.361226, 0.195301], [2.323154, -0.639874, 0.620849], [2.126442, -0.370042, -0.969220], [2.291608, 1.200830, -0.008748], [-3.001054, -0.735842, 0.157508], [-1.535495, -0.216050, 1.419276], [-0.312842, 1.295837, -0.177379], [-1.722294, 0.921897, -0.558908], [-0.420086, -1.359923, -0.378283]],
  "forces_ev_per_a": [[5.7, -0.2, 0.7], [-0.5, 4.8, 1.0], [-3.1, 1.4, 2.1], [-1.9, 1.9, -0.5], [0.1, 0.6, -0.6], [-1.6, -2.3, -0.1], [3.4, 0.6, -0.4], [-1.1, 0.1, -3.4], [-0.3, -3.7, -1.4], [1.3, -2.1, 2.9], [-1.9, -1.1, -0.4]],
  "lowdin_charge": [-0.154, -0.822, -0.474, 0.126, 0.068, 0.134, 0.143, 0.136, 0.093, -0.229, 0.979]
}

=====

{
  "formula": "C22H64CrF3O19S",
  "method": "the ωB97M-V functional and the def2-TZVPD basis",
  "e_homo_ev": [-13.781, -13.779],
  "multiplicity": 6,
  "max_force_ev_per_a": 3.4,
  "charge": 2,
  "e_lumo_ha": [-0.238, -0.401],
  "orbital_gap_ev": [7.31, 2.88],
  "species": ["Cr", "C", "F", "F", "F", "S", "O", "O", "O", "C", "O", "H", "H", "H", "H", "C", "C", "O", "O", "H", "H", "H", "H", "H", "H", "C", "C", "O", "O", "H", "H", "H", "H", "H", "H", "C", "C", "O", "O", "H", "H", "H", "H", "H", "H", "C", "C", "O", "O", "H", "H", "H", "H", "H", "H", "C", "C", "O", "O", "H", "H", "H", "H", "H", "H", "C", "C", "O", "H", "H", "H", "H", "H", "H", "C", "C", "O", "H", "H", "H", "H", "H", "H", "C", "C", "O", "H", "H", "H", "H", "H", "H", "C", "C", "O", "H", "H", "H", "H", "H", "H", "C", "C", "O", "H", "H", "H", "H", "H", "H"],
  "xyz": [[3.107302, -0.443746, -2.393692], [-0.615108, -0.661836, 0.435818], [-0.905718, -1.209626, 1.606968], [-0.922308, -1.497986, -0.587542], [-1.413688, 0.428104, 0.298348], [1.235512, -0.127746, 0.434938], [1.932542, -1.306126, 1.013698], [1.679052, 0.118344, -0.959382], [1.355862, 1.101094, 1.233118], [-4.160708, -2.400376, 0.422098], [-5.086218, -3.458466, 0.708268], [-4.582078, -1.481596, 0.014158], [-3.587928, -2.105496, 1.301338], [-3.499878, -2.717766, -0.384542], [-4.781078, -3.935906, 1.483218], [5.610872, -0.855956, -0.706412], [5.101622, 0.457314, -0.115982], [4.281872, 1.176314, -1.011712], [4.453792, -1.641566, -1.092902], [6.190452, -1.455206, -0.004222], [6.264572, -0.705336, -1.565532], [5.946632, 1.019014, 0.282198], [4.464592, 0.222204, 0.736678], [4.470282, 2.109314, -0.886812], [4.547792, -2.530506, -0.742842], [0.962202, 3.280724, 5.472148], [1.473392, 2.639814, 4.198818], [0.784192, 3.155414, 2.969538], [1.288962, 4.677114, 5.474278], [1.419002, 2.895904, 6.383928], [-0.113208, 3.112854, 5.530628], [1.551202, 1.556594, 4.292008], [2.530472, 2.858174, 4.047178], [1.017092, 2.554614, 2.257918], [1.034222, 5.004634, 4.608578], [1.199152, -2.659496, -3.422762], [0.594742, -1.392236, -4.026142], [1.654482, -0.529136, -4.132792], [1.975652, -2.408726, -2.245962], [1.904102, -3.089036, -4.134552], [0.406152, -3.387716, -3.252612], [-0.179858, -0.879526, -3.455852], [0.082012, -1.535946, -4.977222], [1.673842, -0.281336, -5.060052], [1.840312, -3.175876, -1.684932], [-4.250898, 2.725604, -0.837142], [-4.657318, 1.984804, -2.183962], [-6.035708, 2.073614, -2.424532], [-4.483918, 4.121524, -0.791572], [-3.195538, 2.567574, -0.615032], [-4.830678, 2.210394, -0.071292], [-4.298538, 0.959844, -2.277982], [-4.208688, 2.497494, -3.034832], [-6.522318, 1.617164, -1.734272], [-3.759768, 4.533494, -0.314612], [1.057092, -1.602356, 4.464168], [1.255142, -2.959136, 3.811348], [2.426812, -2.902386, 3.000878], [-0.107868, -1.570666, 5.195908], [1.113872, -0.775506, 3.756208], [1.846872, -1.462396, 5.202238], [0.410242, -3.018926, 3.125298], [1.165382, -3.784046, 4.518138], [2.208842, -2.255256, 2.326108], [-0.190768, -2.350426, 5.749708], [-2.336288, 1.280764, 3.213028], [-3.105488, 0.056784, 3.585958], [-2.795038, -0.282706, 4.883958], [-2.392848, 2.099244, 3.930658], [-2.602838, 1.637734, 2.218238], [-1.293958, 0.965974, 3.162538], [-2.765008, -0.730446, 2.913328], [-4.186028, 0.194334, 3.545638], [-1.897908, -0.622676, 4.849618], [-0.152978, -4.892006, 0.718288], [0.471532, -5.205366, -0.649942], [1.796262, -4.697466, -0.619452], [-1.194728, -5.206576, 0.780878], [-0.102728, -3.822226, 0.921138], [0.372782, -5.372386, 1.543458], [-0.090698, -4.648736, -1.399712], [0.433042, -6.256696, -0.935122], [2.306302, -5.139926, 0.062958], [-4.598348, -1.513766, -3.893412], [-3.355168, -2.116536, -3.179712], [-2.382718, -2.498596, -4.171352], [-4.413088, -0.501696, -4.253262], [-5.463748, -1.546096, -3.231502], [-4.937168, -2.232116, -4.639922], [-3.733248, -2.987326, -2.644102], [-2.959518, -1.398916, -2.460962], [-2.307498, -1.792696, -4.817612], [-0.508558, 2.271894, -2.841412], [0.199782, 2.677674, -4.094822], [1.431672, 3.356044, -3.746802], [-0.720858, 3.132184, -2.206662], [0.271022, 1.767234, -2.270722], [-1.343098, 1.572314, -2.888712], [-0.450578, 3.460124, -4.485852], [0.315502, 1.866424, -4.813552], [1.547422, 4.166924, -4.247472], [2.891382, 4.010354, 0.068988], [4.072272, 4.859524, -0.515882], [5.023552, 3.934914, -1.105062], [2.293312, 3.589644, -0.739342], [2.197962, 4.717734, 0.523838], [3.205962, 3.280674, 0.815118], [4.587132, 5.417364, 0.266318], [3.690642, 5.639344, -1.174922], [5.854232, 4.406084, -1.202872]],
  "forces_ev_per_a": [[-0.4, -1.3, 1.2], [0.0, 1.1, -1.5], [0.1, -0.4, 0.0], [0.6, 0.5, 1.2], [0.6, -0.6, 0.0], [2.7, 0.1, 1.1], [-1.7, 1.8, -1.4], [-1.6, -0.3, 0.8], [-1.0, -2.0, -1.0], [0.1, -0.6, -0.3], [0.1, 1.1, -0.2], [-0.9, -0.2, 0.3], [0.2, -0.1, 0.1], [0.4, -0.2, 0.3], [0.0, 0.0, 0.0], [0.0, 0.3, 0.2], [0.2, -1.1, 1.2], [0.2, -1.2, -1.2], [0.0, 1.2, -0.8], [-0.1, 0.4, 0.3], [-0.2, 0.1, -0.2], [0.0, 0.3, -0.4], [0.1, -0.3, 0.3], [0.0, 1.1, -0.5], [-0.5, -0.2, -0.2], [0.3, 1.0, -0.7], [0.8, 0.3, -1.2], [0.1, -0.6, 2.4], [-0.4, -0.7, 0.1], [0.1, -0.4, -0.3], [-0.3, 0.1, 0.1], [-1.0, -0.4, -0.3], [0.2, 0.6, 0.3], [0.1, -0.1, -0.2], [-0.1, 0.3, -0.1], [-0.8, -0.6, -0.9], [-1.7, -1.5, 1.4], [2.4, 2.2, -0.7], [-0.5, 1.4, -1.1], [-0.2, 0.0, -0.4], [0.1, 0.0, 0.2], [0.0, -0.4, 0.7], [0.5, -0.6, -0.2], [0.8, 0.6, 0.0], [0.5, -0.6, 1.2], [0.2, -1.0, -0.8], [0.3, 1.9, 0.3], [-0.2, -0.1, -0.1], [-0.4, -0.4, -0.5], [0.2, -0.4, -0.2], [-0.2, 0.0, 0.4], [0.2, -0.3, 0.7], [0.1, 0.3, 0.1], [-0.1, -0.1, 0.1], [-0.1, 0.0, -0.1], [2.3, -0.8, 0.9], [-0.3, 1.4, -1.7], [-0.1, -1.2, 1.4], [-3.2, 0.9, 0.3], [-0.3, -0.1, -0.1], [0.6, 0.2, -0.3], [-0.5, -0.6, -0.1], [0.7, -0.1, 0.0], [0.2, 0.1, -0.3], [0.1, -0.1, 0.1], [2.4, 1.8, -0.4], [-2.7, -1.1, 0.5], [-1.0, 0.5, -0.5], [-0.4, -0.2, 0.0], [-0.4, -0.3, 0.0], [0.2, 0.3, -0.1], [0.2, -0.3, -0.2], [0.1, 0.1, 0.0], [2.2, -0.9, 0.7], [-0.3, -0.3, -0.1], [-0.7, 0.4, 1.3], [0.4, 0.3, -1.0], [-0.1, 0.0, -0.1], [0.0, 0.1, -0.2], [0.1, -0.2, -0.1], [0.2, 0.0, -0.2], [0.1, -0.1, 0.2], [0.0, 0.0, 0.1], [0.2, -0.9, 0.9], [-1.4, 0.6, -1.3], [0.2, -0.2, 1.0], [-0.2, -0.2, -0.3], [0.1, 0.6, 0.4], [0.4, 0.3, -0.6], [0.6, -0.3, -0.1], [0.3, 0.0, 0.1], [-0.3, 0.1, -0.1], [1.4, -0.8, 1.5], [-0.9, 2.3, -0.2], [-0.1, -1.2, 0.3], [-0.4, 0.1, -0.3], [0.0, -0.4, 0.4], [-0.2, 0.3, -0.5], [0.0, -0.2, -0.9], [0.3, 0.0, 0.0], [-0.2, -0.1, -0.2], [0.5, 1.6, -0.7], [-0.6, -1.0, 1.2], [-0.7, 0.4, 0.0], [0.3, -0.5, -0.1], [0.1, 0.0, 0.4], [0.0, 0.0, -0.2], [0.0, -0.2, 0.3], [0.1, -0.4, -0.6], [0.2, -0.1, -0.1]],
  "lowdin_charge": [1.125, -0.576, 0.128, 0.125, 0.108, 0.634, -0.301, -0.390, -0.284, -0.148, -0.087, 0.079, 0.050, 0.052, 0.077, -0.143, -0.195, -0.091, -0.111, 0.145, 0.134, 0.147, 0.127, 0.053, 0.129, -0.232, -0.194, -0.095, -0.050, 0.128, 0.105, 0.095, 0.119, -0.005, 0.076, -0.151, -0.220, -0.089, -0.109, 0.140, 0.129, 0.119, 0.142, 0.135, 0.057, -0.236, -0.244, -0.044, -0.041, 0.090, 0.101, 0.084, 0.117, 0.089, 0.084, -0.262, -0.226, -0.065, -0.060, 0.107, 0.136, 0.093, 0.135, -0.010, 0.114, 0.013, -0.193, 0.295, 0.114, 0.106, 0.082, 0.129, 0.159, 0.108, -0.064, -0.262, -0.090, 0.080, 0.046, 0.082, 0.100, 0.124, 0.108, -0.070, -0.295, -0.087, 0.071, 0.076, 0.085, 0.106, 0.077, 0.072, -0.088, -0.296, -0.075, 0.088, 0.044, 0.074, 0.118, 0.097, 0.088, -0.067, -0.241, -0.097, 0.066, 0.080, 0.068, 0.112, 0.112, 0.096]
}